--- w ---
The following is a DFT calculation (ωB97M-V with the def2-TZVPD basis set) of a 8-piece molecular cluster, C30H49NO21 overall.

Summary:
HOMO level   -10.3 eV
LUMO level   0.0108 hartree

Geometry as ORCA input:
```
! wB97M-V def2-TZVPD RIJCOSX def2/J DEFGRID3
* xyz 0 1
C 1.628 -1.196 5.141
C 2.724 -0.099 5.077
C 3.862 -0.099 6.199
O 4.776 -1.052 5.716
C 4.539 -1.241 4.497
O 5.393 -1.742 3.734
O 3.510 -0.672 4.074
H 0.950 -1.306 4.320
H 1.008 -1.028 6.132
H 2.063 -2.138 5.392
H 2.197 0.806 4.733
H 3.485 -0.419 7.174
H 4.354 0.915 6.228
C -5.209 -1.803 -6.917
C -5.002 -1.242 -5.523
C -4.466 -2.213 -4.437
O -3.058 -1.961 -4.310
C -2.791 -0.825 -4.913
O -1.702 -0.171 -4.936
O -3.875 -0.341 -5.518
H -4.264 -2.274 -7.365
H -5.435 -1.055 -7.634
H -5.798 -2.686 -6.899
H -5.969 -0.842 -5.124
H -4.489 -3.261 -4.568
H -4.998 -1.991 -3.463
C -5.430 2.615 -2.722
C -4.298 1.764 -3.356
C -2.798 2.163 -3.061
O -2.441 1.304 -2.052
C -3.342 0.370 -1.873
O -3.151 -0.605 -1.151
O -4.480 0.675 -2.534
H -5.862 3.422 -3.349
H -5.183 3.235 -1.869
H -6.362 2.045 -2.510
H -4.296 1.682 -4.416
H -2.612 3.194 -2.749
H -2.125 2.108 -3.913
C 2.415 2.531 -3.316
C 0.992 2.435 -2.980
C 0.572 2.897 -1.540
O 0.044 4.193 -1.764
C -0.009 4.429 -3.056
O -0.480 5.466 -3.496
O 0.502 3.546 -3.773
H 3.171 3.139 -2.836
H 2.612 2.682 -4.416
H 2.744 1.489 -3.081
H 0.676 1.414 -3.251
H 1.440 3.011 -0.820
H -0.186 2.259 -1.116
C -1.631 -3.109 0.776
C -1.480 -3.892 2.041
C -0.070 -3.960 2.568
O -0.123 -3.526 3.878
C -1.260 -3.033 4.149
O -1.593 -2.505 5.177
O -2.093 -3.163 3.154
H -0.987 -2.236 0.822
H -2.649 -2.771 0.597
H -1.185 -3.712 -0.041
H -1.683 -4.924 1.801
H 0.597 -3.408 1.908
H 0.294 -4.990 2.586
C 3.904 1.860 0.537
O 5.251 1.766 0.979
C 5.540 2.079 2.197
O 4.562 2.418 3.092
O 6.842 1.929 2.610
C 7.130 2.222 3.933
H 3.677 1.350 -0.513
H 3.604 2.898 0.507
H 3.357 1.358 1.259
H 6.446 1.623 4.573
H 7.032 3.197 4.210
H 8.215 1.824 3.989
C -0.150 -1.439 -2.059
O 0.616 -2.168 -1.072
C 1.730 -1.589 -0.692
O 2.110 -0.379 -1.302
O 2.360 -2.239 0.365
C 3.326 -1.631 1.182
H -0.244 -0.462 -1.703
H -1.042 -1.893 -2.410
H 0.497 -1.473 -2.957
H 3.801 -2.493 1.660
H 2.863 -0.850 1.838
H 4.202 -1.116 0.678
C 0.150 0.051 1.999
C -1.179 0.609 1.416
C -2.313 0.375 2.421
C -3.570 0.946 2.024
N -4.609 1.334 1.745
H 1.008 0.603 1.616
H 0.187 -1.023 1.930
H 0.196 0.321 3.054
H -1.452 0.074 0.569
H -1.115 1.661 1.167
H -2.158 0.712 3.470
H -2.472 -0.768 2.479
*
```

--- x ---
The following is a DFT calculation (ωB97M-V with the def2-TZVPD basis set) of a 8-piece molecular cluster, C30H49NO21 overall.

Summary:
HOMO level   -10.1 eV
LUMO level   0.0101 hartree

Geometry as ORCA input:
```
! wB97M-V def2-TZVPD RIJCOSX def2/J DEFGRID3
* xyz 0 1
C 15.700 -1.337 6.411
C 16.485 -2.583 6.875
C 17.023 -3.587 5.913
O 18.328 -3.776 6.365
C 18.647 -2.781 7.271
O 19.747 -2.674 7.755
O 17.645 -1.998 7.552
H 14.892 -1.523 5.698
H 16.399 -0.616 5.948
H 15.233 -0.822 7.274
H 15.851 -3.091 7.582
H 17.041 -3.247 4.898
H 16.443 -4.537 5.888
C 20.146 -9.077 2.350
C 18.816 -8.471 2.022
C 17.563 -9.173 2.602
O 16.983 -8.175 3.403
C 17.692 -7.083 3.374
O 17.330 -6.109 4.035
O 18.743 -7.173 2.602
H 20.681 -9.571 1.531
H 20.127 -9.763 3.240
H 20.870 -8.329 2.658
H 18.773 -8.291 0.948
H 17.822 -10.038 3.299
H 16.859 -9.643 1.970
C 13.020 -10.054 12.283
C 13.950 -9.276 11.312
C 15.325 -9.031 11.973
O 16.189 -9.669 11.059
C 15.569 -10.296 10.123
O 16.187 -10.974 9.284
O 14.289 -10.128 10.249
H 12.027 -10.286 11.986
H 12.896 -9.459 13.202
H 13.469 -10.988 12.477
H 13.485 -8.389 10.823
H 15.379 -9.441 12.947
H 15.478 -7.981 12.107
C 14.043 -6.260 4.821
C 14.279 -7.553 5.571
C 15.261 -7.407 6.733
O 14.700 -8.368 7.565
C 13.427 -8.544 7.360
O 12.653 -9.135 8.152
O 13.094 -7.926 6.198
H 14.977 -5.761 4.594
H 13.388 -5.644 5.388
H 13.592 -6.485 3.893
H 14.640 -8.408 4.970
H 15.259 -6.483 7.272
H 16.308 -7.582 6.481
C 20.872 -2.482 3.985
C 20.048 -1.288 4.541
C 20.293 0.060 3.769
O 19.027 0.462 3.315
C 18.144 -0.458 3.636
O 16.975 -0.441 3.233
O 18.640 -1.358 4.392
H 20.911 -2.563 2.904
H 20.398 -3.408 4.192
H 21.949 -2.500 4.271
H 20.225 -1.191 5.626
H 20.966 -0.026 2.977
H 20.822 0.755 4.472
C 13.825 -10.116 2.390
O 14.565 -10.776 3.404
C 13.999 -11.195 4.510
O 12.651 -10.906 4.852
O 14.867 -11.736 5.353
C 14.468 -12.184 6.676
H 13.068 -9.488 2.778
H 13.375 -10.773 1.689
H 14.506 -9.598 1.776
H 13.536 -12.700 6.602
H 14.210 -11.338 7.320
H 15.244 -12.824 7.145
C 17.617 -10.332 6.216
O 18.715 -9.613 5.624
C 19.092 -8.447 6.124
O 18.547 -7.949 7.296
O 19.966 -7.793 5.450
C 20.254 -6.439 5.880
H 16.650 -9.818 6.112
H 17.735 -10.478 7.272
H 17.587 -11.292 5.782
H 19.540 -5.698 5.368
H 21.280 -6.084 5.656
H 20.140 -6.292 6.982
C 17.012 -5.377 9.278
C 16.895 -6.704 10.039
C 18.213 -7.277 10.584
C 18.971 -6.284 11.373
N 19.548 -5.469 11.919
H 17.751 -5.546 8.465
H 17.365 -4.537 9.858
H 16.029 -5.131 8.887
H 16.329 -7.479 9.544
H 16.286 -6.462 10.925
H 18.869 -7.699 9.800
H 17.976 -8.043 11.301
*
```

Stability verdict: x, ahead by 0.1204 hartree

--- w ---
The following is a DFT calculation (ωB97M-V with the def2-TZVPD basis set) of C3H2Br2P2 as an isolated structure.

Summary:
HOMO level (spin up / spin down)   -7.9 / -8.3 eV
LUMO level (spin up / spin down)   -0.0695 / -0.0433 hartree

Geometry as ORCA input:
```
! wB97M-V def2-TZVPD RIJCOSX def2/J DEFGRID3
* xyz 0 1
C 1.396 -0.166 -0.890
C -0.496 1.452 1.290
C -0.611 -1.112 -0.113
P -0.024 -0.715 -1.801
P 0.528 0.050 0.719
Br -1.322 2.294 -0.124
Br -2.437 -1.478 0.477
H 2.156 0.297 -1.379
H 0.810 -0.623 1.820
*
```

--- x ---
The following is a DFT calculation (ωB97M-V with the def2-TZVPD basis set) of C3H2Br2P2 as an isolated structure.

Summary:
HOMO level (spin up / spin down)   -8.6 / -8.7 eV
LUMO level (spin up / spin down)   -0.0445 / -0.0445 hartree

Geometry as ORCA input:
```
! wB97M-V def2-TZVPD RIJCOSX def2/J DEFGRID3
* xyz 0 1
C 0.402 -0.771 -0.537
C -0.646 -0.756 0.299
C 3.003 0.065 0.990
P 1.486 0.461 0.294
P -0.158 0.289 1.751
Br -2.237 -1.774 0.189
Br 4.137 -1.027 0.000
H 0.554 -1.306 -1.460
H -0.853 1.439 1.328
*
```

Stability verdict: x, ahead by 0.0989 hartree

--- w ---
The following is a DFT calculation (ωB97M-V with the def2-TZVPD basis set) of a 2-piece molecular cluster, C6H16 overall.

Summary:
HOMO level (spin up / spin down)   1.5 / -7.7 eV
LUMO level (spin up / spin down)   0.1474 / 0.1484 hartree

Geometry as ORCA input:
```
! wB97M-V def2-TZVPD RIJCOSX def2/J DEFGRID3
* xyz -1 2
C -1.276 0.342 -0.301
C -1.447 1.350 0.824
C -2.592 -0.103 -0.930
C -0.315 0.892 -1.355
H -0.803 -0.545 0.099
H -1.497 2.369 0.449
H -3.421 -0.194 -0.215
H -2.897 0.569 -1.724
H -2.488 -1.094 -1.384
H -0.869 1.594 -1.984
H 0.442 1.500 -0.860
H -0.608 1.346 1.528
H -2.340 1.224 1.426
H 0.083 0.094 -1.983
C 2.158 -0.971 1.430
C 2.893 -1.345 0.174
H 1.319 -1.620 1.669
H 2.735 -0.998 2.353
H 1.675 0.002 1.391
H 3.500 -2.252 0.260
H 2.202 -1.600 -0.643
H 3.546 -0.560 -0.224
*
```

--- x ---
The following is a DFT calculation (ωB97M-V with the def2-TZVPD basis set) of a 2-piece molecular cluster, C6H16 overall.

Summary:
HOMO level (spin up / spin down)   1.5 / -7.7 eV
LUMO level (spin up / spin down)   0.1482 / 0.1510 hartree

Geometry as ORCA input:
```
! wB97M-V def2-TZVPD RIJCOSX def2/J DEFGRID3
* xyz -1 2
C 0.992 -0.396 1.485
C 2.343 -0.961 1.878
C -0.054 -0.682 2.550
H 1.036 0.678 1.326
H 0.681 -0.859 0.550
H 2.522 -0.734 2.928
H 0.045 -1.699 2.935
H 0.031 -0.002 3.409
H 3.256 -0.590 1.391
H 2.469 -2.045 1.768
H -1.081 -0.542 2.208
C -0.822 0.265 -1.753
C -1.414 1.514 -1.070
C -1.046 0.232 -3.255
H 0.250 0.333 -1.537
H -1.113 -0.629 -1.199
H -1.094 1.512 -0.031
H -0.413 0.965 -3.759
H -0.842 -0.751 -3.693
H -2.084 0.488 -3.484
H -1.150 2.400 -1.641
H -2.510 1.505 -1.008
*
```

Stability verdict: w, ahead by 0.0032 hartree

--- w ---
The following is a DFT calculation (ωB97M-V with the def2-TZVPD basis set) of an isolated ion of composition C10H11N2O2 and charge +1.

Summary:
HOMO level   -13.4 eV
LUMO level   -0.2082 hartree

Geometry as ORCA input:
```
! wB97M-V def2-TZVPD RIJCOSX def2/J DEFGRID3
* xyz 1 1
C -2.795 1.096 -0.244
C -2.242 2.355 0.085
C -2.055 -0.073 -0.145
C -0.874 2.457 0.173
C -0.705 0.015 0.005
C -0.088 1.326 0.077
C 2.114 0.330 -0.319
C 0.078 -1.300 0.073
C -0.175 -2.014 -1.166
C 0.670 -1.759 1.354
N 1.340 1.297 -0.008
N 3.406 0.019 -0.171
O 4.333 -0.062 -0.894
O 3.382 -0.439 1.039
H -3.818 0.961 -0.515
H -2.857 3.259 0.161
H -2.479 -1.051 -0.275
H -0.387 3.394 0.466
H -0.781 -1.268 -1.806
H -0.636 -2.943 -1.192
H 0.744 -2.122 -1.750
H 1.668 -2.125 1.175
H -0.022 -2.610 1.553
H 0.528 -1.026 2.162
H 1.651 2.284 0.160
*
```

--- x ---
The following is a DFT calculation (ωB97M-V with the def2-TZVPD basis set) of an isolated ion of composition C10H11N2O2 and charge +1.

Summary:
HOMO level   -13.7 eV
LUMO level   -0.1434 hartree

Geometry as ORCA input:
```
! wB97M-V def2-TZVPD RIJCOSX def2/J DEFGRID3
* xyz 1 1
C 0.191 -3.013 -0.804
C 0.137 -2.118 -1.863
C -0.136 -2.693 0.503
C -0.095 -0.748 -1.599
C -0.552 -1.408 0.729
C -0.485 -0.453 -0.312
C -1.050 -0.540 1.874
C 0.469 1.782 0.039
C -1.952 1.337 -0.405
C 2.513 2.185 0.901
N -1.019 0.681 1.658
N -0.740 0.857 0.242
O 0.536 2.589 -0.813
O 1.323 1.346 0.871
H 0.555 -4.105 -1.079
H 0.134 -2.508 -2.865
H -0.160 -3.469 1.276
H 0.153 -0.091 -2.425
H -1.248 -0.961 2.891
H -2.318 2.302 0.035
H -1.919 1.562 -1.516
H -2.635 0.569 -0.064
H 2.471 2.784 1.760
H 2.466 2.662 -0.042
H 3.362 1.453 1.010
*
```

Stability verdict: x, ahead by 0.1948 hartree

--- w ---
The following is a DFT calculation (ωB97M-V with the def2-TZVPD basis set) of an isolated ion of composition CH4O4P and charge -1.

Summary:
HOMO level   -4.4 eV
LUMO level   0.1490 hartree

Geometry as ORCA input:
```
! wB97M-V def2-TZVPD RIJCOSX def2/J DEFGRID3
* xyz -1 1
C -0.236 -0.822 -1.056
O -1.432 0.863 -0.216
O -0.726 -0.469 1.835
O 1.581 -0.419 0.889
O -0.827 -1.855 -1.353
P -0.023 0.044 0.616
H 0.270 -0.081 -1.712
H 1.449 -1.445 0.877
H -1.909 0.118 -0.575
H 0.450 1.331 0.678
*
```

--- x ---
The following is a DFT calculation (ωB97M-V with the def2-TZVPD basis set) of CH4O4P as an isolated structure.

Summary:
HOMO level   -4.1 eV
LUMO level   0.1502 hartree

Geometry as ORCA input:
```
! wB97M-V def2-TZVPD RIJCOSX def2/J DEFGRID3
* xyz -1 1
C 0.734 1.188 -0.036
O -1.272 0.519 1.665
O 0.328 -1.357 1.143
O -0.786 -1.997 -1.284
O -1.210 -0.606 -1.259
P -0.279 -0.085 0.719
H 0.203 1.728 -0.715
H 1.129 1.977 0.619
H 1.612 0.920 -0.413
H -0.457 -2.287 -0.437
*
```

Stability verdict: w, ahead by 0.0505 hartree

--- w ---
The following is a DFT calculation (ωB97M-V with the def2-TZVPD basis set) of C2H2ClNO as an isolated structure.

Summary:
HOMO level (spin up / spin down)   -9.1 / -9.3 eV
LUMO level (spin up / spin down)   -0.0454 / -0.0391 hartree

Geometry as ORCA input:
```
! wB97M-V def2-TZVPD RIJCOSX def2/J DEFGRID3
* xyz 0 1
C 0.601 0.681 -0.213
C -1.579 0.863 1.546
N 0.534 -0.135 -1.115
O -2.213 -0.064 1.865
Cl 1.379 -2.162 -0.761
H 1.252 0.793 0.697
H 0.025 0.023 -2.019
*
```

--- x ---
The following is a DFT calculation (ωB97M-V with the def2-TZVPD basis set) of C2H2ClNO as an isolated structure.

Summary:
HOMO level   -8.4 eV
LUMO level   0.0227 hartree

Geometry as ORCA input:
```
! wB97M-V def2-TZVPD RIJCOSX def2/J DEFGRID3
* xyz 0 1
C -0.893 -0.748 -0.097
C 0.604 0.246 0.539
N -0.427 0.378 -0.489
O -1.479 -1.732 0.113
Cl 2.192 -0.122 -0.080
H 0.573 0.998 1.310
H -0.570 0.980 -1.298
*
```

Stability verdict: x, ahead by 0.0459 hartree

--- w ---
The following is a DFT calculation (ωB97M-V with the def2-TZVPD basis set) of a 2-piece molecular cluster, C3H10O2S2 overall.

Summary:
HOMO level   -8.5 eV
LUMO level   0.0212 hartree

Geometry as ORCA input:
```
! wB97M-V def2-TZVPD RIJCOSX def2/J DEFGRID3
* xyz 0 1
C -0.241 1.548 -0.206
C 1.248 1.254 -0.288
O 1.554 -0.014 0.351
C -1.052 0.459 -0.899
S -2.683 0.071 -0.232
S -2.204 -0.395 1.725
H -0.541 1.638 0.843
H -0.313 2.495 -0.743
H 1.797 2.005 0.264
H 1.551 1.127 -1.325
H 2.285 0.130 0.956
H -1.222 0.726 -1.942
H -0.508 -0.484 -0.938
H -2.645 -1.660 1.682
H 1.461 -3.584 0.103
H 0.880 -2.195 0.404
O 0.632 -3.121 0.246
*
```

--- x ---
The following is a DFT calculation (ωB97M-V with the def2-TZVPD basis set) of a 2-piece molecular cluster, C3H10O2S2 overall.

Summary:
HOMO level   -8.9 eV
LUMO level   0.0109 hartree

Geometry as ORCA input:
```
! wB97M-V def2-TZVPD RIJCOSX def2/J DEFGRID3
* xyz 0 1
C -1.107 0.932 0.577
C 0.056 1.888 0.842
O 0.836 1.801 -0.339
C -0.548 -0.400 0.152
S -1.995 -1.543 0.198
S -1.588 -2.576 2.013
H -1.871 1.376 -0.010
H -1.632 0.746 1.593
H -0.078 2.932 1.099
H 0.574 1.417 1.693
H 0.314 2.278 -0.965
H 0.158 -0.724 0.939
H 0.027 -0.424 -0.828
H -1.253 -3.533 1.154
H 2.882 -2.192 -2.763
H 2.556 -0.685 -2.314
O 2.671 -1.293 -3.042
*
```

Stability verdict: w, ahead by 0.0306 hartree

--- w ---
The following is a DFT calculation (ωB97M-V with the def2-TZVPD basis set) of a 2-piece molecular cluster, C3H10O2S2 overall.

Summary:
HOMO level   -9.1 eV
LUMO level   0.0172 hartree

Geometry as ORCA input:
```
! wB97M-V def2-TZVPD RIJCOSX def2/J DEFGRID3
* xyz 0 1
C -0.356 1.847 1.242
C 0.350 2.665 0.153
O 0.872 1.870 -0.900
C -0.982 0.529 0.836
S 0.384 -0.735 0.723
S -0.627 -2.507 0.409
H 0.292 1.713 2.115
H -1.123 2.498 1.680
H 1.172 3.193 0.632
H -0.281 3.425 -0.244
H 1.824 1.813 -0.835
H -1.498 0.147 1.714
H -1.584 0.473 -0.064
H -0.414 -2.565 -0.911
H 0.462 0.424 -2.101
H 0.127 -1.047 -2.367
O 0.540 -0.279 -2.764
*
```

--- x ---
The following is a DFT calculation (ωB97M-V with the def2-TZVPD basis set) of a 2-piece molecular cluster, C3H10O2S2 overall.

Summary:
HOMO level   -8.7 eV
LUMO level   0.0144 hartree

Geometry as ORCA input:
```
! wB97M-V def2-TZVPD RIJCOSX def2/J DEFGRID3
* xyz 0 1
C -0.625 -0.701 -1.683
C -1.833 0.142 -1.227
O -1.982 0.492 0.134
C 0.763 -0.097 -1.351
S 1.472 -1.081 0.058
S 0.619 -0.441 1.850
H -0.690 -1.760 -1.336
H -0.639 -0.791 -2.774
H -2.764 -0.325 -1.510
H -1.949 1.067 -1.816
H -2.120 -0.282 0.697
H 1.372 -0.289 -2.241
H 0.743 0.979 -1.233
H 1.774 -0.435 2.564
H -0.943 2.616 0.215
H 0.358 2.055 0.615
O -0.017 2.875 0.276
*
```

Stability verdict: w, ahead by 0.0097 hartree